Computed, not measured: a structure of composition C3H7N3O at a distorted geometry, with wB97M-V/def2-TZVPD.

ORCA input file:
```
! RIJCOSX wB97M-V def2-TZVPD def2/J DEFGRID3
* xyz 0 1
H 2.053 -1.946 1.189
H -2.751 -1.333 0.209
H 1.074 1.611 -0.458
H -0.774 -1.004 0.339
C 0.461 0.705 -0.266
C -1.931 0.142 -0.796
O -2.991 0.758 -0.952
N -1.659 -1.107 -0.359
H 3.194 -0.147 0.001
N -0.816 0.914 -0.933
N 0.866 -0.143 0.518
H 1.984 0.263 2.084
C 2.163 -0.497 0.997
H -0.874 1.783 -1.573
*
```

Computed properties:
- LUMO level (eV) = 0.3
- relative energy (zero: lowest compared OMol25 entry of this formula, charge and spin) (eV) = 5.946
- HOMO-LUMO gap (Ha) = 0.353

Atomic partial charges in e from the natural (NBO) method, atoms 1 to 5:
1 H 0.241
2 H 0.397
3 H 0.137
4 H 0.432
5 C 0.319

=====

Computed, not measured: a structure of composition C4H8N3 at a distorted geometry, with wB97M-V/def2-TZVPD.

ORCA input file:
```
! RIJCOSX wB97M-V def2-TZVPD def2/J DEFGRID3
* xyz 1 1
H 1.254 1.976 -0.937
H -2.550 0.647 2.160
C -0.077 0.689 0.114
H 2.388 -1.844 -1.009
C -1.730 1.036 1.619
H -1.329 1.998 1.862
N -1.186 0.275 0.772
C 0.534 -1.035 -0.754
N -0.228 -2.073 -0.553
C 0.303 1.815 -0.438
H -1.240 -1.979 -0.280
H 0.047 -2.974 -0.954
N 1.844 -0.992 -0.872
H -0.355 2.526 -0.004
H 2.325 -0.065 -0.725
*
```

Computed properties:
- LUMO level (eV) = -4.3
- relative energy (zero: lowest compared OMol25 entry of this formula, charge and spin) (eV) = 4.422
- HOMO-LUMO gap (Ha) = 0.362

Atomic partial charges in e from the natural (NBO) method, atoms 1 to 5:
1 H 0.246
2 H 0.201
3 C 0.246
4 H 0.419
5 C 0.050

=====

Computed, not measured: a structure of composition C10H34AgN14O11 at a distorted geometry, with wB97M-V/def2-TZVPD.

ORCA input file:
```
! RIJCOSX wB97M-V def2-TZVPD def2/J DEFGRID3
* xyz -1 3
H -1.120 -2.236 -2.516
O -0.982 -0.760 -0.447
C 0.895 -2.679 4.271
N 3.357 -0.493 1.738
O 0.404 -2.318 2.004
H -2.955 2.069 2.543
H 3.704 -0.225 2.647
C 1.857 -0.606 -3.323
H 2.071 -1.514 -5.042
H 2.332 4.911 -1.202
H 2.210 1.687 2.987
C -3.905 -2.187 1.224
H 2.473 1.315 -3.513
H 1.810 3.264 -1.211
C -2.304 -2.657 -4.071
N 1.865 -0.611 -4.639
C 0.610 4.499 -2.150
H 2.055 0.251 -5.131
H 2.704 0.064 1.204
C 1.389 3.140 2.161
N -2.683 -3.564 -3.163
H -2.497 -0.970 0.665
H 1.963 -2.743 4.062
C -3.122 3.226 1.009
Ag 0.886 -2.176 -0.295
O -2.699 -2.521 -5.184
H -3.696 -3.724 0.053
H -0.812 -1.445 -4.118
N 1.686 1.856 2.140
H -3.210 -4.306 -3.602
H 4.755 -3.119 2.449
H 1.814 0.730 -1.931
O 0.886 0.085 -0.026
H -1.034 -2.889 3.353
H -2.161 -3.705 -2.310
H 0.190 -1.437 2.317
H 1.215 1.077 1.702
C 3.659 -1.744 1.477
H 0.064 2.650 -1.830
H 0.780 -3.368 5.108
O 1.915 3.901 2.892
O -3.873 4.037 1.504
H 5.224 -1.477 2.735
H -0.781 3.331 -3.160
N 2.033 0.633 -2.913
H -2.422 -2.590 -0.210
H 0.210 4.303 1.133
H 0.205 2.624 0.590
N -0.008 3.392 -2.513
H -3.712 -0.326 1.814
N 0.507 3.343 1.232
H 0.714 -1.692 4.698
N 4.606 -2.134 2.281
O 3.085 -2.382 0.619
N 1.667 4.217 -1.513
H 0.068 -4.192 2.921
O 1.680 -1.520 -2.543
N -2.580 3.416 -0.144
O 0.379 5.591 -2.545
H -1.823 2.762 -0.282
H -2.218 1.469 1.004
C 0.004 -3.122 3.117
C -0.271 0.266 -0.365
N -3.256 -1.080 1.322
N -3.277 -2.832 0.271
O -4.949 -2.423 1.842
N -1.285 -2.090 -3.502
H -2.699 4.274 -0.664
N -2.812 2.082 1.543
O -0.785 1.395 -0.573
*
```

Computed properties:
- LUMO level (spin up / spin down) (eV) = 1.9 / -0.3
- HOMO-LUMO gap (spin up / spin down) (Ha) = 0.148 / 0.242

Atomic partial charges in e from the natural (NBO) method, atoms 1 to 5:
1 H 0.398
2 O -0.662
3 C -0.641
4 N -0.831
5 O -0.748